(1)
The following is a DFT calculation (the ωB97M-V functional and the def2-TZVPD basis) of 8 unconnected molecules or ions with the total composition C33H57BN9O in a non-equilibrium geometry.

```
! wB97M-V def2-TZVPD RIJCOSX def2/J DEFGRID3
* xyz 1 1
C -3.6953 5.0239 0.6472
B -2.8577 3.6863 0.7703
O -2.4600 3.0784 -0.3699
C -2.4467 3.0486 2.1747
C -3.1589 2.0034 2.7269
C -2.6718 1.5230 3.9356
N -1.6581 1.9310 4.6378
N -1.0102 2.9381 4.0916
C -1.3701 3.4542 2.9426
H -3.1594 5.6587 -0.0545
H -3.7840 5.4792 1.6310
H -4.6741 4.7537 0.2480
H -1.6401 2.5804 -0.2215
H -4.0237 1.5882 2.2368
H -3.2116 0.6802 4.3544
H -0.1840 3.3015 4.5827
H -0.7641 4.2760 2.5831
C 2.0325 -0.5926 -1.6405
C 0.7137 -0.6382 -2.4052
C -0.1766 0.5798 -2.1329
C -0.5227 0.6612 -0.7087
N -0.7844 0.7005 0.4101
H 1.8728 -0.6059 -0.5604
H 2.6429 -1.4600 -1.8887
H 2.6021 0.3054 -1.8911
H 0.1778 -1.5507 -2.1414
H 0.9189 -0.6886 -3.4735
H -1.1001 0.5108 -2.7088
H 0.3332 1.5009 -2.4214
C -4.8906 1.4341 7.6502
C -5.2567 0.2331 8.5118
C -4.2884 -0.9390 8.3329
C -4.2975 -1.3994 6.9343
N -4.3028 -1.7651 5.8434
H -4.9317 1.1784 6.5889
H -5.5900 2.2526 7.8174
H -3.8850 1.7943 7.8795
H -6.2684 -0.0927 8.2642
H -5.2651 0.5324 9.5604
H -4.5806 -1.7675 8.9754
H -3.2729 -0.6455 8.6024
C 3.6435 1.6991 4.5712
C 3.8508 2.2542 5.9763
C 2.5328 2.5789 6.6909
C 1.7772 3.5936 5.9486
N 1.1832 4.3948 5.3700
H 3.1503 2.4254 3.9217
H 4.6011 1.4545 4.1142
H 3.0378 0.7905 4.5925
H 4.4676 3.1525 5.9201
H 4.4002 1.5258 6.5731
H 2.7258 2.9592 7.6942
H 1.9147 1.6843 6.7829
C 0.0516 0.8357 -7.2562
C -1.3751 0.3141 -7.3644
C -1.9000 -0.2381 -6.0353
C -1.0682 -1.3574 -5.5724
N -0.4168 -2.2353 -5.2120
H 0.7442 0.0376 -6.9916
H 0.3843 1.2469 -8.2066
H 0.1282 1.6239 -6.5028
H -1.4151 -0.4640 -8.1289
H -2.0332 1.1205 -7.6940
H -2.9261 -0.5906 -6.1441
H -1.8907 0.5428 -5.2721
C -1.2676 -5.2190 10.3069
C -2.6546 -5.6435 9.8379
C -3.5480 -4.4549 9.4665
C -3.7496 -3.5744 10.6265
N -3.9044 -2.8936 11.5413
H -1.3194 -4.6167 11.2150
H -0.6579 -6.0937 10.5312
H -0.7542 -4.6372 9.5382
H -3.1346 -6.2302 10.6228
H -2.5563 -6.2934 8.9670
H -4.5222 -4.8054 9.1241
H -3.0956 -3.8747 8.6598
C 5.2841 -0.7805 -7.9323
C 5.5078 -0.2467 -6.5220
C 4.2015 0.1480 -5.8252
C 3.5147 1.2079 -6.5728
N 2.9760 2.0265 -7.1753
H 4.8387 -0.0240 -8.5802
H 6.2325 -1.0777 -8.3810
H 4.6257 -1.6509 -7.9217
H 6.1757 0.6158 -6.5651
H 6.0089 -1.0100 -5.9239
H 4.4035 0.5097 -4.8162
H 3.5347 -0.7131 -5.7493
C 4.5764 -2.5271 -11.2364
C 3.2637 -2.5538 -12.0108
C 2.3584 -1.3587 -11.6920
C 2.0016 -1.3404 -10.2677
N 1.7238 -1.3321 -9.1512
H 4.4064 -2.5870 -10.1606
H 5.2001 -3.3762 -11.5154
H 5.1368 -1.6132 -11.4444
H 2.7352 -3.4826 -11.7886
H 3.4781 -2.5554 -13.0807
H 1.4405 -1.4122 -12.2776
H 2.8607 -0.4219 -11.9372
*
```

Calculated values
**Total energy**: -51274.277 eV
**Frontier orbital gap**: 8.75 eV
**HOMO level**: -12.741 eV

Löwdin population analysis, charges in e, atoms 1 to 99:
1 C 0.0186
2 B -0.4707
3 O 0.1650
4 C -0.0483
5 C 0.0671
6 C -0.0802
7 N 0.1370
8 N 0.0823
9 C 0.0159
10 H 0.0769
11 H 0.0634
12 H 0.0802
13 H 0.0537
14 H 0.1441
15 H 0.1148
16 H 0.0918
17 H 0.1593
18 C -0.1032
19 C -0.2593
20 C -0.1611
21 C -0.2046
22 N 0.1793
23 H 0.0678
24 H 0.0776
25 H 0.0752
26 H 0.1161
27 H 0.0838
28 H 0.1147
29 H 0.1291
30 C -0.1132
31 C -0.2513
32 C -0.1867
33 C -0.2376
34 N 0.1402
35 H 0.0556
36 H 0.0753
37 H 0.0755
38 H 0.1165
39 H 0.1150
40 H 0.0841
41 H 0.1257
42 C -0.1069
43 C -0.2515
44 C -0.1661
45 C -0.1883
46 N 0.1546
47 H 0.0671
48 H 0.0777
49 H 0.0785
50 H 0.1162
51 H 0.1141
52 H 0.1268
53 H 0.1261
54 C -0.1537
55 C -0.2557
56 C -0.1873
57 C -0.2333
58 N 0.1567
59 H 0.0347
60 H 0.0629
61 H 0.0679
62 H 0.1104
63 H 0.1086
64 H 0.1175
65 H 0.1058
66 C -0.1089
67 C -0.2578
68 C -0.1928
69 C -0.2537
70 N 0.1562
71 H 0.0714
72 H 0.0743
73 H 0.0753
74 H 0.1142
75 H 0.1099
76 H 0.1219
77 H 0.1095
78 C -0.1221
79 C -0.2574
80 C -0.1873
81 C -0.2323
82 N 0.1651
83 H 0.0701
84 H 0.0749
85 H 0.0657
86 H 0.1125
87 H 0.1086
88 H 0.1106
89 H 0.1189
90 C -0.1080
91 C -0.2578
92 C -0.1804
93 C -0.2127
94 N 0.1747
95 H 0.0532
96 H 0.0752
97 H 0.0798
98 H 0.1130
99 H 0.1090

(2)
The following is a DFT calculation (the ωB97M-V functional and the def2-TZVPD basis) of a molecular structure, C33H57BeN4OP2 in a non-equilibrium geometry.

```
! wB97M-V def2-TZVPD RIJCOSX def2/J DEFGRID3
* xyz 1 1
C 2.3878 -1.1750 -1.4903
C 1.5707 0.7772 -2.6095
C 3.4585 -1.2253 -2.3574
C 2.5160 0.6094 -3.6250
C 3.5155 -0.3429 -3.4475
H 4.2362 -1.9892 -2.1996
H 2.4999 1.2946 -4.4855
H 4.3160 -0.4233 -4.1848
N 1.4834 -0.1729 -1.5816
P 0.5982 -2.4495 0.4033
P 0.1614 2.4542 -0.9206
C 2.2539 -2.2447 -0.3777
H 2.4865 -3.2303 -0.8347
H 3.0205 -2.0857 0.4132
C -0.0537 -0.7386 0.9876
O -1.2840 -0.7243 1.3322
C 0.5721 1.8275 -2.5483
H 0.4458 2.4798 -3.4594
C -1.5538 3.3328 -0.8620
C 1.5594 3.6709 -0.7351
C -0.4177 -3.3721 -0.8876
C 0.7438 -3.4725 1.9374
C -2.5872 2.3988 -0.1995
H -2.2669 2.1084 0.8097
H -3.5583 2.9188 -0.1212
H -2.7602 1.4759 -0.7553
C -1.5424 4.6047 -0.0093
H -1.2009 4.4016 1.0102
H -0.9303 5.4032 -0.4371
H -2.5701 4.9961 0.0613
C -1.9827 3.6761 -2.2855
H -2.9268 4.2512 -2.2494
H -1.2380 4.2987 -2.8010
H -2.1445 2.7658 -2.8765
C 1.5220 4.3217 0.6535
H 1.2470 3.5901 1.4250
H 2.5288 4.6954 0.8841
H 0.8261 5.1672 0.7045
C 2.8846 2.9006 -0.8680
H 2.9463 2.0812 -0.1339
H 3.0340 2.4886 -1.8751
H 3.7053 3.6066 -0.6728
C 1.4431 4.7060 -1.8601
H 1.3666 4.2543 -2.8613
H 0.5863 5.3873 -1.7313
H 2.3649 5.3131 -1.8597
C -0.6824 -3.8162 2.3972
H -0.6034 -4.2912 3.3868
H -1.2970 -2.9084 2.4949
H -1.1823 -4.5260 1.7309
C 1.4016 -2.6886 3.0874
H 2.4212 -2.3434 2.8473
H 0.7920 -1.8478 3.4387
H 1.5017 -3.3844 3.9440
C 1.6063 -4.7340 1.7315
H 2.5766 -4.4958 1.2692
H 1.8031 -5.1677 2.7253
H 1.1015 -5.5023 1.1425
C -0.0126 -3.0044 -2.3272
H 1.0208 -3.2865 -2.5519
H -0.6682 -3.5538 -3.0190
H -0.1366 -1.9382 -2.5341
C -1.9015 -2.9837 -0.6918
H -2.0820 -1.9363 -0.9635
H -2.5144 -3.6133 -1.3606
H -2.2503 -3.1279 0.3407
C -0.2836 -4.9121 -0.7878
H 0.7643 -5.2271 -0.9164
H -0.7047 -5.3224 0.1423
H -0.8637 -5.3418 -1.6240
Be 0.1068 0.0772 -0.7296
N -1.3477 -0.0903 -1.6973
C -1.3116 0.4974 -2.7834
C -1.8654 0.4453 -4.1870
C -1.2986 1.4923 -5.1393
C -1.4998 -0.9229 -4.7680
C -3.3795 0.6238 -4.0300
H -1.4775 2.5199 -4.8134
H -0.2226 1.3572 -5.3010
H -1.7906 1.3768 -6.1205
H -1.8835 -1.7172 -4.1059
H -1.9412 -1.0545 -5.7694
H -0.4034 -1.0190 -4.8463
H -3.8365 1.1122 -4.9039
H -3.8126 -0.3841 -3.8710
H -3.6054 1.2223 -3.1273
C 4.1041 1.0497 2.9510
N 2.6862 0.9302 2.6517
C 1.6322 1.3866 3.4329
C 0.4748 0.9389 2.8622
N 0.8615 0.1730 1.7421
C 2.1954 0.2797 1.5976
H 4.2261 1.5388 3.9251
H 4.5816 0.0633 2.9939
H 4.6300 1.6396 2.1925
H 1.7884 1.9492 4.3247
H -0.5307 1.0799 3.1321
H 2.7701 -0.1676 0.8146
*
```

Calculated values
**Total energy**: -62126.417 eV
**Frontier orbital gap**: 5.80 eV
**HOMO level**: -8.104 eV

How is the electron density shared among the atoms? According to Löwdin, the charges in e are:
1 C -0.3022
2 C -0.3194
3 C -0.0399
4 C -0.0276
5 C -0.0312
6 H 0.1257
7 H 0.1295
8 H 0.1190
9 N 0.0461
10 P 1.1982
11 P 1.1677
12 C -0.2006
13 H 0.1022
14 H 0.0966
15 C -0.6557
16 O -0.1963
17 C -0.2970
18 H 0.0827
19 C -0.6360
20 C -0.6797
21 C -0.5808
22 C -0.6397
23 C -0.0931
24 H 0.0797
25 H 0.0957
26 H 0.0498
27 C -0.0994
28 H 0.0811
29 H 0.0635
30 H 0.0975
31 C -0.0841
32 H 0.1052
33 H 0.0811
34 H 0.0358
35 C -0.0894
36 H 0.0660
37 H 0.0863
38 H 0.0666
39 C -0.0785
40 H 0.0635
41 H 0.0724
42 H 0.0945
43 C -0.0827
44 H 0.0720
45 H 0.0702
46 H 0.0968
47 C -0.0705
48 H 0.1006
49 H 0.0854
50 H 0.0630
51 C -0.0787
52 H 0.0799
53 H 0.0846
54 H 0.0981
55 C -0.0792
56 H 0.0813
57 H 0.0931
58 H 0.0583
59 C -0.0838
60 H 0.0857
61 H 0.0996
62 H 0.0418
63 C -0.0766
64 H 0.0477
65 H 0.0982
66 H 0.0764
67 C -0.0767
68 H 0.0861
69 H 0.0687
70 H 0.1010
71 Be 0.0618
72 N 0.1517
73 C -0.1056
74 C -0.5669
75 C -0.0570
76 C -0.0387
77 C -0.0210
78 H 0.0758
79 H 0.0800
80 H 0.1026
81 H 0.0817
82 H 0.1060
83 H 0.0951
84 H 0.0997
85 H 0.1008
86 H 0.0815
87 C 0.0072
88 N -0.1026
89 C -0.0143
90 C 0.0096
91 N 0.0014
92 C -0.1080
93 H 0.1036
94 H 0.0996
95 H 0.0969
96 H 0.1254
97 H 0.1162
98 H 0.1212